No. 1
Below is a molecular structure, C26H21F2MgN5O3S at a distorted geometry, with properties calculated with ωB97M-V with the def2-TZVPD basis set.

Values from the calculation:
LUMO energy = -0.7 eV
HOMO level = -7.8 eV
DFT total energy = -2301.00343 Ha
ΔE to the lowest compared entry with this formula, charge and spin = 30.6 kcal per mole

Geometry as ORCA input:
```
! RIJCOSX wB97M-V def2-TZVPD def2/J DEFGRID3
* xyz 0 1
H 0.8396 -3.3934 3.4244
C 3.8401 -0.5862 -2.6662
C 2.2870 -4.2283 0.1272
H -2.9314 0.5295 0.4593
F -5.1805 -0.6889 0.6215
C 2.9426 -3.8234 3.5841
O 3.5049 -0.0529 1.9704
N -0.3263 2.6315 0.3841
H -0.1004 3.1196 1.2511
H -4.8956 -3.2285 0.0366
C 2.5131 -0.7208 -2.2812
H 5.6241 0.5697 -2.3609
C -0.2470 -3.1592 -0.0863
H 4.2765 -1.2648 -3.3812
H 2.5719 0.2887 1.8453
C 0.8080 -1.0033 2.3192
H 5.3937 -1.6904 2.6119
C -1.6174 -1.1128 0.0235
C 4.5827 0.4439 -2.1080
C 2.0403 -2.8869 -0.0865
C -1.5604 -2.5118 -0.1215
C 2.6192 1.1144 -0.9165
H -0.9237 -5.1822 0.2900
S -1.9532 2.1638 -1.6237
O -0.3038 -1.5064 2.3801
H 5.0835 -3.9409 3.5914
N -2.5305 3.2554 0.7001
C 1.8491 -3.0374 3.2848
N 0.8273 -2.3712 -0.1980
H 3.1360 3.7198 0.2215
C 2.0140 -1.7630 2.7536
H -3.4819 3.1893 0.3752
C 2.5490 3.0127 0.8061
H 1.8963 -1.5135 -2.6857
C -1.6038 2.6705 -0.1010
H -2.3988 3.2973 1.6990
C 1.8455 2.0348 -0.0892
C -2.8502 -0.5304 0.2735
C 3.9673 1.3131 -1.2268
Mg 0.2783 -0.3410 0.0701
H 2.8705 -2.1992 -0.1831
H 1.3260 -6.1218 0.4297
H 2.8100 -4.8145 3.9892
C -2.7604 -3.2294 -0.1581
C -4.0033 -1.2883 0.3243
C -3.9907 -2.6429 0.0561
N 0.5827 1.9070 -0.2495
C 1.1892 -5.0656 0.2517
N 1.9279 0.0885 -1.4188
C 3.3072 -1.2736 2.5143
H 1.8541 3.5859 1.4149
H 4.5186 2.1365 -0.8034
C 4.2208 -3.3337 3.3547
O 0.9986 0.1622 1.7964
H 3.2965 -4.5969 0.2084
C 4.4060 -2.0751 2.8179
C -0.0784 -4.5316 0.1557
F -2.7897 -4.5607 -0.4316
H 3.2294 2.4795 1.4659
*
```

Here are the Löwdin charges for atoms 1 to 5, given in e: H 0.1244; C -0.0325; C -0.0516; H 0.0578; F 0.0503

No. 2
Below is a molecular structure, C26H21N5NaO2, with properties calculated with ωB97M-V with the def2-TZVPD basis set.

Values from the calculation:
LUMO energy = 2.3 eV
HOMO level = -4.1 eV
DFT total energy = -1590.07414 Ha
ΔE to the lowest compared entry with this formula, charge and spin = 24.7 kcal per mole

Geometry as ORCA input:
```
! RIJCOSX wB97M-V def2-TZVPD def2/J DEFGRID3
* xyz -1 1
N -1.9323 0.9474 -1.2364
N 3.7190 -0.0348 0.5240
H 2.7333 0.4787 3.4004
C -0.8397 3.0398 -0.9699
O -0.7836 1.9044 -3.0325
Na -0.2797 0.1380 0.1012
C -1.2039 1.8448 -1.8602
C 3.5636 -1.1690 0.4353
C -0.6163 0.6690 2.9441
C -0.4946 5.4025 -0.7927
C 1.3305 -1.0714 3.8857
C -2.8321 -2.5291 -2.1758
H -2.7375 -3.5272 -1.7614
H 2.3798 -2.0017 -4.7189
H -0.2701 -2.4731 4.1454
C -0.2998 5.2276 0.5707
H -0.8885 4.3437 -2.6446
C -3.1084 0.0246 -3.1512
H -1.3694 1.3248 2.5235
C 1.2446 -3.3833 -3.5063
C 0.7189 1.0550 2.9526
C -0.4301 -2.3288 -0.2342
H -0.1780 3.7632 2.1310
C -3.5349 -2.3228 -3.3514
H 2.0381 -0.1211 -3.1282
H 1.0097 2.0171 2.5531
C 0.0037 -1.4690 3.8502
C 1.8142 -2.1547 -3.8093
H 2.0904 -1.7587 4.2358
H -3.9773 -3.1631 -3.8730
C 3.3347 -2.5879 0.2192
H 0.0068 -4.4346 -2.0797
H -0.4456 6.3903 -1.2365
C 1.6915 0.1866 3.4266
H 2.2775 -2.7982 0.4329
C -0.3537 3.9392 1.0747
H -3.1908 1.0354 -3.5275
H -4.2192 -0.8495 -4.7595
H 1.3689 -4.2237 -4.1784
C -2.2415 -1.4827 -1.4715
H 3.5540 -2.8225 -0.8227
N -0.6140 2.8639 0.3382
O 0.2390 -2.6005 0.7967
H 3.9960 -3.1639 0.8653
C 1.6269 -1.1026 -2.9259
C 0.4980 -3.5096 -2.3463
H -0.0987 6.0609 1.2304
C -0.7524 4.2941 -1.5746
N 0.9391 -1.2195 -1.7960
C -0.9688 -0.6021 3.3768
N -1.5959 -1.7440 -0.2442
C -2.3930 -0.1635 -1.9692
H -1.9953 -0.9311 3.2898
C -3.6720 -1.0336 -3.8429
C 0.3597 -2.3970 -1.5279
*
```

Here are the Löwdin charges for atoms 1 to 5, given in e: N 0.0749; N 0.1304; H 0.0932; C -0.1719; O -0.0321

No. 3
Below is a molecular structure, C26H21N5O5ReS6Se, with properties calculated with ωB97M-V with the def2-TZVPD basis set.

Values from the calculation:
LUMO energy (alpha / beta) = 3.8 / 3.8 eV
HOMO level (alpha / beta) = 0.0 / -3.0 eV
DFT total energy = -6522.25334 Ha
ΔE to the lowest compared entry with this formula, charge and spin = 16.9 kcal per mole
⟨S²⟩ = 0.7697

Geometry as ORCA input:
```
! RIJCOSX wB97M-V def2-TZVPD def2/J DEFGRID3
* xyz -2 2
N 1.8484 -0.4941 -2.3228
H 3.1094 -4.4207 4.9384
H 0.8810 -0.7325 7.3431
C 2.9513 1.7542 1.5897
C 6.1557 -1.9625 -8.6258
O -1.8823 -4.9395 0.8572
S 0.8439 -4.2143 -3.1444
Re 0.9614 -0.9291 -0.4529
C 2.6196 -3.6250 5.4853
H 4.4217 0.0272 -0.0761
N 6.8231 -2.2514 -9.5299
C 2.5616 -2.0635 7.3077
C 4.6779 -2.5847 -6.7359
C 1.5848 0.7031 -2.9513
S 3.3000 -3.6669 -0.9743
H 4.1314 2.7297 3.0731
C 2.8808 4.1292 2.0238
O -0.3963 -1.7483 -0.9235
C 1.9885 1.9137 0.5910
H -0.9083 -2.1455 4.3547
O 1.5899 0.8581 -0.1192
H 4.7975 -3.6322 -6.9833
H -1.2730 -1.4607 5.9418
C 1.3611 -1.5623 6.8356
C 1.4804 3.1811 0.3100
H 0.9774 1.4603 -2.4895
H 1.5208 5.2605 0.8049
H 4.2619 1.1668 -5.8629
H 4.9706 -1.0403 1.2312
C 4.3593 0.1202 -6.1269
H 5.5114 0.6629 1.1573
O 0.1879 -5.0010 2.4800
H 5.6617 0.5318 -7.7520
S -0.3624 0.1848 4.5372
N 1.9922 -0.0289 3.4623
C 3.5028 0.3912 1.8187
C 1.4096 -3.1265 5.0155
C 4.6762 -0.0223 0.9863
O 0.8819 -5.4071 -0.5207
C 3.1973 -3.0982 6.6289
H 2.2239 1.4464 -4.9395
S -0.1501 -0.6339 1.7472
S 1.7695 -5.1537 -1.7130
C 5.1527 -0.2349 -7.1804
H 0.9720 -3.5512 4.1188
C 0.7628 -0.1773 3.1801
H 3.3680 -2.9947 -5.1105
C 3.3909 2.8668 2.2935
H 3.0118 -1.6401 8.1981
C 3.6999 -0.8654 -5.3583
C 2.2116 0.7168 -4.1516
H 4.1444 -3.4827 6.9884
C 5.3454 -1.6047 -7.5376
S 2.2914 -2.5362 0.3861
N 2.9867 -0.4445 2.6219
H 3.0472 -2.1595 -2.9410
C 1.9249 4.2801 1.0272
C 3.8850 -2.2289 -5.6829
C -0.5142 -1.5247 5.1593
Se -0.4373 -4.3072 1.1678
H 3.2243 4.9866 2.5885
C 2.6431 -1.1832 -3.1462
N 2.8897 -0.4838 -4.2645
C 0.7740 -2.0903 5.6878
H 0.7338 3.2811 -0.4675
*
```

Here are the Löwdin charges for atoms 1 to 5, given in e: N -0.1310; H 0.1049; H 0.1037; C -0.1265; C -0.2903

No. 4
Below is a molecular structure, C26H21N6NiO2S at a distorted geometry, with properties calculated with ωB97M-V with the def2-TZVPD basis set.

Values from the calculation:
LUMO energy (alpha / beta) = -4.5 / -4.6 eV
HOMO level (alpha / beta) = -10.2 / -10.2 eV
DFT total energy = -3388.68976 Ha
⟨S²⟩ = 2.1023

Geometry as ORCA input:
```
! RIJCOSX wB97M-V def2-TZVPD def2/J DEFGRID3
* xyz 1 3
H -5.4878 1.2322 2.6093
C 0.1653 -0.2440 -2.9732
H -2.3122 -4.8351 -2.3270
N 4.2034 -0.2070 1.7093
H -1.3098 -1.1140 -7.4794
H -3.6322 0.5475 4.1350
H 1.7204 -0.5136 -4.4331
N 1.8458 -2.3044 0.3997
H 9.2332 0.0740 3.1733
C -1.5867 -0.6133 -5.0834
C -2.3239 0.0601 2.5094
C -0.4746 -5.7401 0.3650
C -1.6117 -4.7513 -1.5064
C 0.6577 -0.4729 -4.2394
H -5.1100 1.1112 0.1441
C 0.2266 -4.5666 0.5687
C -3.5182 0.5032 3.0618
O 1.6137 -1.0020 -6.7678
C 6.3948 -1.2631 1.8995
C -1.2136 -0.2128 -2.7437
C 5.5487 -0.1731 2.0911
N -1.6279 -0.0621 -1.4010
Ni -0.4666 -0.6754 0.1896
C -1.3996 -5.8348 -0.6668
H 8.3814 -2.0026 2.1423
H 3.6502 0.6416 1.8291
H 6.0093 -2.1648 1.4452
H -1.9486 -6.7545 -0.8176
C 7.3472 1.0860 3.0637
H 7.7132 1.9975 3.5158
C -2.0881 -0.3815 -3.8146
N 3.6420 -1.2426 1.2131
C -0.9215 -3.5671 -1.3091
C 0.4253 -0.9677 -6.6419
H -1.0456 -2.7380 -1.9925
C -4.5448 0.8813 2.2137
C 2.3680 -1.1691 0.8907
C -2.8153 0.2562 -1.0547
C -3.1227 0.3525 0.3695
O -0.3767 -1.1938 -7.6922
H 0.8324 -0.0804 -2.1363
H -2.2995 -0.7532 -5.8863
H -3.5988 0.4854 -1.7722
C 8.1963 0.0046 2.8734
C -4.3407 0.8102 0.8430
N 0.6477 -2.2377 -0.0134
C 6.0247 1.0007 2.6717
C 7.7168 -1.1629 2.2930
H -1.4953 -0.2373 3.1400
S 1.3643 0.2605 1.1555
N -2.1328 -0.0264 1.2003
H 5.3513 1.8401 2.8076
H -3.1601 -0.3611 -3.6690
H -0.2999 -6.5891 1.0127
C -0.0060 -3.4675 -0.2619
C -0.2144 -0.6737 -5.3070
H 0.9535 -4.4718 1.3636
*
```

Here are the Löwdin charges for atoms 1 to 5, given in e: H 0.1248; C 0.0014; H 0.1083; N 0.0220; H 0.0921

Look up the DFT total energy of the third one.
-6522.25334 Ha